97
Properties=species:S:1:pos:R:3:forces:R:3 method="wB97M-V/def2-TZVPD" multiplicity=5 total_charge=+2 e_lumo_ev="-7.60 / -7.08" s_squared=6.234 gap_ev="5.0 / 5.8" relative_energy_kcal_mol=29.5 total_energy_ev=-90279.9572
Mn 0.0349 0.0945 0.2064 0.21 0.53 -1.06
C -3.9298 0.1987 -3.3604 0.02 -0.01 -0.04
C -2.6381 -0.2944 -3.2686 -0.01 -0.01 -0.03
C -2.0133 -0.3706 -2.0362 0.00 -0.01 0.06
C -2.6397 0.0342 -0.8484 -0.08 0.00 -0.47
C -3.9339 0.5557 -0.9669 0.01 -0.08 0.05
C -4.5600 0.6261 -2.2030 -0.05 0.01 0.02
N -1.8697 -0.0049 0.3283 0.24 -0.11 0.08
C -2.3538 -0.0737 1.6256 -0.05 -0.05 0.54
C -3.6832 -0.2513 2.0272 0.01 0.02 -0.11
C -4.0412 -0.1961 3.3654 -0.10 0.01 -0.03
C -3.1123 0.0369 4.3680 0.01 0.00 0.09
C -1.7807 0.1474 4.0218 0.02 0.12 -0.02
C -1.4183 0.0693 2.6846 0.05 -0.17 0.32
N -0.0468 -0.0510 2.3336 -0.41 0.71 -0.80
N 0.7060 0.9352 2.5021 0.19 -0.62 1.09
C 2.0175 0.6188 1.9985 0.39 0.10 0.24
C 3.0959 0.6417 2.8616 0.02 0.10 -0.07
C 4.3369 0.3122 2.3446 0.03 -0.04 -0.12
C 4.4474 0.0077 0.9898 0.10 0.05 0.14
C 3.3180 0.0252 0.2031 -0.19 0.03 -0.29
N 2.1047 0.3238 0.6960 -0.53 -0.33 0.46
H -4.4329 0.2584 -4.3159 0.01 0.00 0.02
H -2.1113 -0.6220 -4.1561 -0.01 0.01 0.01
H -0.9964 -0.7529 -2.0064 -0.02 -0.02 0.03
H -4.4592 0.9518 -0.1155 -0.02 -0.04 0.08
H -5.5614 1.0347 -2.2544 0.02 -0.01 0.00
H -4.4522 -0.4612 1.3027 0.00 0.02 -0.10
H -5.0816 -0.3422 3.6258 0.01 -0.01 -0.01
H -3.4164 0.0871 5.4038 0.01 -0.01 -0.02
H -1.0106 0.2483 4.7770 0.01 0.00 -0.04
H 2.9529 0.9005 3.9022 -0.01 0.01 -0.03
H 5.2097 0.2971 2.9840 -0.01 0.01 -0.01
H 5.4042 -0.2295 0.5460 -0.02 -0.01 0.01
H 3.3645 -0.1852 -0.8574 0.00 0.00 0.02
C 1.7138 5.6777 0.2980 -0.01 -0.07 -0.02
C 1.8096 4.2105 0.7164 0.15 -0.01 0.14
C 3.0407 3.5801 0.0677 -0.01 -0.03 -0.05
C 1.9598 4.1625 2.2373 -0.03 -0.07 -0.02
Sb 0.0322 3.0593 0.0654 -0.18 -0.12 -0.13
C -1.7524 4.0067 0.9386 -0.16 0.08 0.11
C -1.8370 5.4797 0.5431 0.09 -0.05 -0.10
C -1.6823 3.8576 2.4588 0.04 -0.07 -0.04
C -2.9995 3.2749 0.4521 0.14 -0.08 0.06
C -0.0201 3.2043 -2.1228 0.03 0.14 -0.31
C -1.4694 3.1268 -2.6047 0.02 -0.15 0.13
C 0.6077 4.4768 -2.6960 -0.04 0.02 0.18
C 0.7755 2.0001 -2.6291 0.02 0.02 -0.03
H 2.6494 6.1676 0.5874 -0.01 -0.02 0.01
H 0.9121 6.1962 0.8109 -0.09 0.07 0.05
H 1.5927 5.8172 -0.7702 0.01 0.03 -0.04
H 3.9150 4.1913 0.3136 -0.03 0.00 -0.01
H 2.9704 3.5385 -1.0206 0.03 0.00 0.02
H 3.2346 2.5765 0.4443 0.00 0.02 -0.01
H 2.9125 4.6332 2.5005 -0.01 -0.02 -0.01
H 1.9633 3.1497 2.6412 0.00 0.09 -0.01
H 1.1778 4.7267 2.7403 -0.01 0.01 0.02
H -1.0994 6.0882 1.0582 0.05 0.05 0.01
H -2.8227 5.8612 0.8262 0.01 -0.04 0.01
H -1.7262 5.6311 -0.5330 -0.02 0.03 0.01
H -0.7966 4.3123 2.8964 0.01 0.03 0.01
H -1.7194 2.8077 2.7614 0.01 0.04 0.01
H -2.5542 4.3580 2.8917 0.01 -0.02 -0.01
H -3.1887 3.4108 -0.6084 -0.01 0.00 -0.05
H -3.8613 3.6706 0.9982 0.01 0.03 0.00
H -2.9350 2.2098 0.6671 0.00 0.13 0.02
H -2.0057 4.0461 -2.3743 -0.05 0.03 0.00
H -2.0188 2.2828 -2.1800 0.03 0.07 -0.06
H -1.4764 3.0098 -3.6927 0.03 0.00 0.00
H 0.1025 5.3766 -2.3406 0.03 -0.01 -0.03
H 0.5042 4.4566 -3.7844 -0.02 -0.04 -0.01
H 1.6712 4.5585 -2.4747 0.00 0.02 -0.01
H 0.3245 1.0555 -2.3144 -0.04 -0.12 0.04
H 1.8170 2.0232 -2.2978 -0.01 -0.01 -0.01
H 0.7732 1.9910 -3.7238 0.01 0.03 0.02
C -2.2339 -3.4204 0.2397 -0.03 -0.01 -0.06
C -1.1076 -3.3347 -0.7884 0.11 -0.16 0.07
P 0.3117 -2.3100 -0.2719 0.16 -0.10 0.14
C 1.6239 -2.5459 -1.5402 -0.02 -0.04 0.06
C 1.6223 -3.8761 -2.2959 -0.04 0.02 -0.01
C 0.9053 -3.0394 1.3012 0.03 0.02 -0.11
C 1.3421 -4.5015 1.2396 -0.05 0.00 -0.07
H -3.0146 -4.0787 -0.1401 0.00 0.02 0.02
H -2.6811 -2.4491 0.4378 -0.01 0.00 -0.01
H -1.8886 -3.8402 1.1854 0.01 0.01 -0.01
H -1.4659 -2.9873 -1.7577 -0.03 0.10 0.05
H -0.6920 -4.3302 -0.9643 0.01 -0.01 0.00
H 2.5735 -2.4071 -1.0144 -0.03 -0.01 0.00
H 1.5353 -1.7177 -2.2497 0.02 0.01 -0.02
H 1.6526 -4.7286 -1.6205 0.01 -0.02 -0.01
H 2.4985 -3.9304 -2.9407 -0.01 0.00 0.00
H 0.7409 -3.9728 -2.9292 0.01 -0.01 0.02
H 0.0934 -2.8992 2.0183 -0.02 0.01 0.01
H 1.7256 -2.4050 1.6502 0.01 0.01 -0.01
H 0.5469 -5.1423 0.8565 0.03 -0.01 0.02
H 1.5979 -4.8588 2.2360 0.00 0.02 0.01
H 2.2215 -4.6273 0.6085 -0.01 -0.02 0.00